Entry from OMol25: a structure of composition C3H5NO2 (ωB97M-V/def2-TZVPD).

Computed properties:
ΔE to the lowest compared entry with this formula, charge and spin = 70.5 kcal/mol
Highest occupied orbital energy = -10.04 eV
Gap between HOMO and LUMO = 10.300 eV
F_max = 0.037 Eh/bohr

Atoms and positions in Å:
1 O -0.354 1.009 -2.522
2 C -0.345 0.814 -1.368
3 N -0.410 1.144 -0.158
4 C -0.575 0.090 0.800
5 C 0.151 -1.095 0.194
6 O 0.175 -1.127 -1.024
7 H 1.379 0.806 0.203
8 H -0.225 0.378 1.794
9 H -1.635 -0.194 0.871
10 H 0.440 -1.979 0.770
11 H 1.740 0.163 0.473

Forces on atoms 1 to 6 (eV/Å):
O 0.138 -0.487 0.581
C -0.471 1.822 -0.357
N -0.959 -0.177 -0.618
C 0.123 0.011 -0.085
C -1.269 -0.684 -0.716
O 0.445 -0.648 0.701